A structure of composition C11H31BF3NO6Pt. Source: the OMol25 dataset; level of theory: ωB97M-V with the def2-TZVPD basis set.

Geometry (Å):
Pt1 3.72014 24.17728 -3.14686
C1 3.80854 21.43404 -4.52841
O1 4.59800 21.52394 -3.32721
O2 3.23164 22.63871 -4.65732
C2 4.75893 21.02051 -5.68716
F1 5.81833 21.84890 -5.85834
F2 5.23434 19.78035 -5.50027
F3 4.07979 21.05692 -6.87039
C3 5.16351 20.35372 -2.72837
C4 5.73611 20.85140 -1.39737
H1 4.94969 21.25364 -0.76062
H2 6.22926 20.02441 -0.88136
H3 6.48613 21.60862 -1.61498
H4 6.02531 20.01670 -3.30098
H5 4.41423 19.57742 -2.56467
H6 3.09445 20.61806 -4.32626
B1 5.30199 24.66570 -1.49960
H7 5.67346 23.96466 -2.33853
H8 4.70653 25.54695 -1.95032
H9 4.66922 23.99205 -0.79537
H10 6.21650 25.09277 -0.93390
C5 1.24331 21.31333 -1.42108
C6 1.17063 22.77317 -1.81663
O3 2.39017 23.48013 -1.52553
O4 1.02229 21.24528 -0.01474
H11 2.20936 20.85527 -1.64246
H12 0.49211 20.78424 -2.01606
H13 0.36158 23.29027 -1.29932
H14 1.03452 22.82402 -2.89580
H15 2.48796 23.51427 -0.56373
H16 0.95830 20.33062 0.27219
C7 5.87919 26.29976 -4.54317
O5 5.07571 25.12877 -4.75737
H17 5.26774 27.17139 -4.80232
H18 6.19201 26.34502 -3.50732
H19 6.72772 26.28971 -5.22685
H20 4.92668 25.00820 -5.70069
C8 2.10040 26.05121 -5.79609
C9 1.43863 26.24051 -4.44115
C10 0.20149 25.36584 -4.36351
O6 -0.41079 25.55016 -3.09908
C11 -1.75216 25.13397 -2.99922
N1 2.36100 25.99144 -3.31390
H21 2.55120 25.06576 -5.92266
H22 2.92351 26.77134 -5.87010
H23 1.42746 26.28639 -6.61880
H24 1.07981 27.27222 -4.34630
H25 0.47037 24.31197 -4.50011
H26 -0.49825 25.72313 -5.12502
H27 -1.81221 24.04568 -2.89005
H28 -2.37888 25.43465 -3.83968
H29 -2.11822 25.54394 -2.06076
H30 1.76536 26.10242 -2.48710
H31 2.95303 26.81618 -3.21587

Results
* energy relative to the best compared isomer or geometry (same formula, charge and spin): 0.0 kcal/mol
* multiplicity: 3
* frontier orbital gap (spin up / spin down): 8.3 / 8.2 eV
* calculated total energy: -37755.2590 eV

***

A structure of composition C11H31BiClI2N3P2. Source: the OMol25 dataset; level of theory: ωB97M-V with the def2-TZVPD basis set.

Geometry (Å):
I1 0.06836 -0.26898 -4.21320
I2 0.04894 2.53982 -4.99410
Bi1 0.12982 0.84439 -1.35937
P1 -2.81302 1.50986 -1.26564
C1 -3.79416 1.46758 -2.81068
C2 -3.73679 0.32913 -0.19995
H1 -4.55329 0.81437 0.33613
H2 -4.57255 2.96888 -0.42944
H3 -3.07997 -0.10503 0.55899
H4 -2.98929 3.27475 0.38483
H5 -3.59381 0.53082 -3.34518
H6 -4.14608 -0.47331 -0.80187
C3 -3.48714 3.07177 -0.56838
H7 -4.86878 1.57350 -2.58694
H8 -3.27838 3.88288 -1.27520
H9 -3.45757 2.31039 -3.43064
P2 3.01764 1.43175 -1.01890
C4 3.89793 1.36977 -2.62982
C5 3.56661 3.10630 -0.49089
H10 3.68729 0.34617 1.04440
H11 5.10027 0.88534 0.13982
H12 4.22175 -0.57823 -0.35659
C6 4.11331 0.43193 0.04186
H13 3.04704 3.36967 0.43821
H14 4.65771 3.10881 -0.33548
H15 4.99115 1.43576 -2.46992
H16 3.55743 2.23112 -3.22888
H17 3.30323 3.82124 -1.28223
H18 3.63780 0.43914 -3.15852
Cl1 0.08592 2.31621 0.77262
C7 1.96991 -3.16919 1.04365
N1 0.54071 -3.01084 1.32013
C8 -0.16315 -4.17724 1.85093
C9 -0.05902 -1.79949 1.06791
N2 0.31238 -1.10150 -0.00493
N3 -0.99444 -1.21106 1.93151
C10 -2.16383 -1.91888 2.44066
C11 -0.50026 -0.30272 2.98815
H19 2.30207 -4.13117 1.44495
H20 2.54963 -2.40219 1.56870
H21 2.20148 -3.13781 -0.03197
H22 -0.40233 -4.08769 2.92296
H23 -1.09711 -4.34499 1.29923
H24 0.47306 -5.06417 1.73076
H25 0.93370 -1.69928 -0.56892
H26 -1.94746 -2.71640 3.16976
H27 -2.77788 -1.17240 2.97212
H28 -2.74560 -2.34368 1.61771
H29 -1.37043 0.20228 3.43567
H30 0.01510 -0.83164 3.80849
H31 0.16208 0.43425 2.52755

Results
* energy relative to the best compared isomer or geometry (same formula, charge and spin): 0.0 kcal/mol
* frontier orbital gap: 5.4 eV
* calculated total energy: -69507.0575 eV
* net charge: +2

***

A structure of composition C11H31ClDyI2N3P2. Source: the OMol25 dataset; level of theory: ωB97M-V with the def2-TZVPD basis set.

Geometry (Å):
I1 0.65162 -2.67960 -2.64696
I2 3.18116 -2.29599 -2.04067
Dy1 -0.07837 1.44542 0.10496
P1 0.52483 0.36044 -3.81769
C1 1.91390 -0.57748 -4.58898
C2 -0.85175 0.13829 -4.98364
H1 -0.47103 0.25389 -6.00696
H2 1.22725 1.80844 -5.62160
H3 -1.62380 0.88060 -4.74488
H4 0.06642 2.63263 -4.55970
H5 1.61120 -1.64912 -4.51273
H6 -1.25416 -0.85826 -4.80037
C3 0.91919 1.95743 -4.58151
H7 2.22139 -0.25181 -5.59005
H8 1.73091 2.40305 -4.00560
H9 2.73224 -0.33297 -3.87761
P2 -2.48275 1.70560 1.85485
C4 -2.52569 1.11518 3.58085
C5 -2.49670 3.53419 2.08445
H10 -4.34137 1.82917 0.34184
H11 -4.93064 1.91032 2.05022
H12 -4.39867 0.35609 1.27918
C6 -4.21535 1.43975 1.35820
H13 -2.58725 4.00491 1.08979
H14 -3.33067 3.82261 2.75026
H15 -3.44293 1.40280 4.10734
H16 -1.65316 1.50141 4.09668
H17 -1.52280 3.87068 2.49041
H18 -2.35306 0.04245 3.57701
Cl1 -1.84483 2.05956 -1.47877
C7 1.05389 -3.23851 -0.03784
N1 1.45738 -2.45266 1.13612
C8 2.67111 -2.92855 1.77897
C9 1.06971 -1.19040 1.27447
N2 0.30565 -0.61393 0.30618
N3 1.32557 -0.49834 2.43541
C10 1.31518 -1.17657 3.73714
C11 1.12418 0.96863 2.44252
H19 1.12674 -4.32022 0.07040
H20 1.95197 -3.03770 -0.75004
H21 0.05518 -2.91525 -0.37557
H22 3.20052 -2.06914 2.19914
H23 2.36327 -3.61996 2.56216
H24 3.30660 -3.44426 1.06297
H25 -0.04314 -1.25602 -0.43132
H26 2.16283 -0.84075 4.34359
H27 0.37505 -0.99732 4.31775
H28 1.47158 -2.24450 3.60800
H29 1.77438 1.45773 1.68103
H30 0.01696 1.25104 2.35423
H31 1.54025 1.33700 3.37634

Results
* multiplicity: 6
* frontier orbital gap (spin up / spin down): 4.7 / 6.4 eV
* calculated total energy: -87747.7713 eV
* net charge: +2

***

A structure of composition C11H32Cl2GeOPdSi3. Source: the OMol25 dataset; level of theory: ωB97M-V with the def2-TZVPD basis set.

Geometry (Å):
Pd1 1.31656 0.92846 1.34294
Cl1 -1.58178 1.42498 0.60227
C1 -2.01124 -0.05079 1.47462
Cl2 -0.72497 -0.47033 2.63261
H1 -2.10480 -0.86414 0.76500
H2 -2.92703 0.11576 2.02801
C2 0.34751 -2.80522 0.05693
O1 1.56167 -2.09286 -0.07887
H3 -0.43272 -2.41340 -0.60298
H4 -0.00924 -2.76894 1.08966
H5 0.53155 -3.84475 -0.21070
C3 5.11373 0.51312 -1.80560
Si1 3.75439 -0.72665 -2.10121
C4 4.31123 -2.47213 -1.78645
C5 3.01063 -0.49210 -3.79824
Ge1 1.85444 -0.41164 -0.57967
Si2 2.38843 2.78775 0.46888
C6 4.17223 3.25628 0.69726
C7 1.31469 3.87279 1.56802
C8 1.91289 2.92934 -1.33261
Si3 3.18634 0.10159 2.49656
C9 4.98088 0.15145 1.99748
C10 2.76602 -1.68302 2.85357
C11 2.88671 1.17204 4.01793
H6 5.89672 0.35777 -2.55359
H7 5.57016 0.40398 -0.82206
H8 4.76196 1.53867 -1.92330
H9 5.14583 -2.71448 -2.44976
H10 3.50651 -3.18198 -1.97887
H11 4.64081 -2.60899 -0.75562
H12 3.64173 -0.99647 -4.53475
H13 2.95711 0.56396 -4.06745
H14 2.00802 -0.91401 -3.87960
H15 4.48962 3.19473 1.73840
H16 4.26319 4.30220 0.38632
H17 4.85283 2.66879 0.08374
H18 1.77505 4.01660 2.54649
H19 0.29440 3.50981 1.71772
H20 1.22612 4.85547 1.09386
H21 2.68261 2.52005 -1.98958
H22 1.79519 3.98638 -1.58779
H23 0.97007 2.42602 -1.55349
H24 5.22374 -0.70465 1.36480
H25 5.56365 0.05761 2.91953
H26 5.30438 1.05768 1.49592
H27 2.93562 -2.31950 1.98575
H28 1.73856 -1.82946 3.18921
H29 3.42441 -2.01675 3.66224
H30 3.58274 2.01275 4.04627
H31 3.05649 0.56350 4.91054
H32 1.87539 1.57960 4.09174

Results
* energy relative to the best compared isomer or geometry (same formula, charge and spin): 0.0 kcal/mol
* multiplicity: 2
* frontier orbital gap (spin up / spin down): 6.9 / 7.1 eV
* calculated total energy: -122643.5552 eV
* net charge: +1